[1]
{
  "formula": "CHF2NO2",
  "method": "ωB97M-V with the def2-TZVPD basis set",
  "energy_ev": -12068.2816,
  "e_homo_ev": -10.538,
  "relative_energy_kcal_mol": 49.6,
  "lumo_energy_ha": 0.0037,
  "symbols": ["C", "N", "O", "O", "F", "F", "H"],
  "positions_angstrom": [[-0.291068, 0.751343, -0.099827], [1.164505, -0.405472, -0.380431], [0.117683, 1.850989, -0.099729], [-1.557431, 0.344384, 0.166671], [0.696179, -1.733439, -0.441804], [1.630254, -0.240781, 0.892383], [-1.760123, -0.567024, -0.037266]],
  "atomic_forces_ev_per_a": [[1.0, -0.9, -0.3], [-3.1, 1.5, -0.3], [-0.5, -0.6, 0.0], [1.8, 0.8, -0.3], [0.0, 0.6, 0.5], [0.5, -0.7, 0.5], [0.4, -0.7, -0.2]],
  "nbo_charge": [0.8610, 0.2665, -0.4916, -0.6589, -0.2655, -0.2290, 0.5174]
}

[2]
{
  "formula": "CHF2NO2",
  "method": "ωB97M-V with the def2-TZVPD basis set",
  "energy_ev": -12070.2895,
  "e_homo_ev": -11.135,
  "relative_energy_kcal_mol": 3.3,
  "lumo_energy_ha": -0.0098,
  "smiles": "O=NOC(F)F",
  "symbols": ["O", "N", "O", "C", "F", "F", "H"],
  "positions_angstrom": [[3.094773, 0.441048, -0.181130], [1.980294, 0.081076, -0.195479], [1.133515, 1.066494, 0.331525], [-0.244209, 0.783781, 0.079378], [-0.575083, 1.168200, -1.109914], [-0.859090, 1.466051, 1.055068], [-0.583247, -0.199475, 0.360322]],
  "atomic_forces_ev_per_a": [[-1.0, -0.2, 0.2], [0.9, -0.2, -0.4], [-0.7, 0.1, -0.4], [1.2, -0.7, 2.9], [-0.5, 0.6, -1.2], [-0.6, 1.5, -0.1], [0.7, -1.1, -1.0]],
  "nbo_charge": [-0.2375, 0.3619, -0.4035, 0.7729, -0.2970, -0.3286, 0.1318]
}

[3]
{
  "formula": "CHF2NO3",
  "method": "ωB97M-V with the def2-TZVPD basis set",
  "energy_ev": -14117.1747,
  "e_homo_ev": -12.305,
  "relative_energy_kcal_mol": 24.7,
  "lumo_energy_ha": -0.0201,
  "smiles": "O=[N+]([O-])C(O)(F)F",
  "symbols": ["O", "N", "O", "C", "O", "F", "F", "H"],
  "positions_angstrom": [[0.335354, -1.499998, -0.474691], [-0.506393, -0.818018, 0.010446], [-1.600423, -1.159673, 0.232347], [-0.027393, 0.555293, 0.214794], [1.260745, 0.714813, 0.086341], [-0.637826, 1.214646, -0.941471], [-0.621751, 1.098967, 1.265957], [1.797687, -0.106030, -0.393725]],
  "atomic_forces_ev_per_a": [[2.2, -2.1, -1.3], [0.9, -0.5, -0.2], [-2.9, 0.1, 1.0], [-1.5, 3.2, -2.7], [2.6, -2.2, -0.2], [0.4, -0.9, 1.7], [0.9, -0.3, -0.1], [-2.8, 2.6, 1.8]],
  "nbo_charge": [-0.3887, 0.4850, -0.2886, 0.9550, -0.6801, -0.3708, -0.2721, 0.5603]
}

[4]
{
  "formula": "CHF2O3",
  "method": "ωB97M-V with the def2-TZVPD basis set",
  "charge": 1,
  "energy_ev": -12611.0538,
  "e_homo_ev": [-16.734, -16.735],
  "relative_energy_kcal_mol": 118.2,
  "lumo_energy_ha": [-0.2609, -0.2609],
  "symbols": ["C", "O", "O", "O", "F", "F", "H"],
  "positions_angstrom": [[0.018686, -0.899186, -0.456785], [-1.188207, 0.920987, -0.272786], [0.701807, 0.801007, 0.857754], [-0.191793, 0.262387, 0.036151], [-0.830597, -1.434011, -1.207760], [1.174335, -1.315659, -0.098641], [0.315769, 1.664475, 1.142067]],
  "atomic_forces_ev_per_a": [[2.3, -0.7, 0.8], [-4.9, 3.2, -1.3], [4.1, 0.9, 3.0], [-0.8, -2.4, -1.6], [1.0, 0.3, 0.7], [-1.2, -1.2, -1.1], [-0.6, -0.1, -0.4]],
  "nbo_charge": [1.1646, -0.3230, -0.3024, 0.1996, -0.1221, -0.1624, 0.5458]
}

[5]
{
  "formula": "CHF2O3P",
  "method": "ωB97M-V with the def2-TZVPD basis set",
  "charge": -2,
  "energy_ev": -21918.7129,
  "e_homo_ev": -0.574,
  "relative_energy_kcal_mol": 51.8,
  "lumo_energy_ha": 0.2720,
  "symbols": ["C", "O", "O", "O", "F", "F", "P", "H"],
  "positions_angstrom": [[0.785264, 0.228756, -0.006975], [-1.533688, -0.882110, -1.481422], [-2.053898, 0.809312, 0.317328], [-0.739351, -1.312876, 0.855818], [2.520864, 1.379076, -0.721222], [0.944320, 0.831514, 1.207216], [-1.224547, -0.305610, -0.147332], [1.301038, -0.748060, -0.023410]],
  "atomic_forces_ev_per_a": [[-0.5, -0.1, 1.9], [0.1, -0.1, -1.2], [-0.9, 1.7, 0.8], [0.6, -0.4, 0.9], [-1.0, -0.8, 0.1], [0.3, -0.5, -1.4], [0.5, -0.7, -1.0], [0.8, 0.9, -0.1]],
  "nbo_charge": [0.2468, -1.2165, -1.2030, -1.1516, -0.8051, -0.3656, 2.3697, 0.1253]
}

[6]
{
  "formula": "CHF2P",
  "method": "ωB97M-V with the def2-TZVPD basis set",
  "energy_ev": -15771.5851,
  "e_homo_ev": [-8.899, -8.891],
  "relative_energy_kcal_mol": 82.5,
  "lumo_energy_ha": [-0.0548, -0.0538],
  "symbols": ["C", "F", "F", "P", "H"],
  "positions_angstrom": [[-1.320791, -1.404236, 3.530265], [-2.309874, -0.518706, 3.372226], [-0.731734, -0.915843, 4.579782], [-1.189372, -0.305761, -0.632595], [-1.128324, 0.519401, 0.518457]],
  "atomic_forces_ev_per_a": [[-1.0, 1.5, 0.4], [0.4, -1.0, -0.5], [0.5, -0.5, 0.0], [0.0, 0.0, 0.0], [0.0, 0.0, 0.0]],
  "nbo_charge": [0.6673, -0.3454, -0.3220, 0.1177, -0.1176]
}

[7]
{
  "formula": "CHF3N2",
  "method": "ωB97M-V with the def2-TZVPD basis set",
  "energy_ev": -12177.3723,
  "e_homo_ev": [-8.114, -8.111],
  "relative_energy_kcal_mol": 217.1,
  "lumo_energy_ha": [0.0071, 0.0070],
  "symbols": ["C", "N", "N", "F", "F", "F", "H"],
  "positions_angstrom": [[0.062720, 0.306513, -0.086602], [1.636833, -0.711684, 0.134472], [-1.151698, -0.202145, -0.211800], [0.171802, 1.607715, -0.030169], [2.598237, 0.222414, 0.150036], [-1.326698, -1.538400, -0.014139], [-1.991199, 0.315590, 0.058204]],
  "atomic_forces_ev_per_a": [[5.0, -3.2, 0.8], [-5.3, 1.2, -0.7], [-0.4, 1.1, 0.3], [-0.9, -0.6, -0.3], [0.9, 1.2, 0.0], [0.5, 0.4, -0.1], [0.2, -0.3, -0.2]],
  "nbo_charge": [0.6553, -0.1416, -0.2118, -0.2773, -0.2629, -0.1564, 0.3947]
}

[8]
{
  "formula": "CHF3N2",
  "method": "ωB97M-V with the def2-TZVPD basis set",
  "energy_ev": -12180.6547,
  "e_homo_ev": -10.752,
  "relative_energy_kcal_mol": 141.4,
  "lumo_energy_ha": 0.0248,
  "smiles": "F/N=C(\\F)NF",
  "symbols": ["F", "N", "C", "F", "N", "F", "H"],
  "positions_angstrom": [[2.458685, 0.051570, 0.275667], [1.187181, 0.516341, 0.267776], [0.220628, -0.231512, 0.017184], [0.255688, -1.511755, -0.099792], [-1.088574, 0.199171, -0.401282], [-1.434333, 1.499784, -0.088541], [-1.599276, -0.523597, 0.028989]],
  "atomic_forces_ev_per_a": [[0.0, -1.3, 0.2], [-0.8, 2.7, -0.1], [0.3, 1.7, -0.8], [0.0, -2.0, -0.3], [2.9, 0.0, -0.5], [0.1, -1.0, 0.5], [-2.5, -0.1, 1.0]],
  "nbo_charge": [-0.2019, -0.1286, 0.6464, -0.2809, -0.2043, -0.1867, 0.3561]
}

[9]
{
  "formula": "CHF3N2S",
  "method": "ωB97M-V with the def2-TZVPD basis set",
  "energy_ev": -23018.4323,
  "e_homo_ev": [-9.577, -9.559],
  "relative_energy_kcal_mol": 83.3,
  "lumo_energy_ha": [-0.0560, -0.0573],
  "symbols": ["C", "N", "N", "F", "F", "F", "S", "H"],
  "positions_angstrom": [[1.013006, -0.496203, -0.490491], [-1.924777, 0.726729, 0.816768], [-1.369461, 0.647562, -0.173689], [0.313632, -0.757650, -1.641865], [0.386788, -1.334959, 0.360944], [2.277114, -0.912135, -0.776403], [0.843819, 1.193191, 0.087699], [-1.540121, 0.933466, 1.817039]],
  "atomic_forces_ev_per_a": [[-0.6, -0.5, -1.4], [-0.9, 0.0, 3.0], [1.9, 0.9, -0.7], [0.5, 0.7, -0.1], [0.9, -0.5, 0.8], [-0.9, 0.4, 1.0], [-0.7, -0.7, -0.7], [-0.3, -0.2, -2.0]],
  "nbo_charge": [0.8097, -0.2341, 0.1273, -0.3453, -0.3457, -0.3217, -0.0944, 0.4042]
}

[10]
{
  "formula": "CHF3N3",
  "method": "ωB97M-V with the def2-TZVPD basis set",
  "charge": 1,
  "energy_ev": -13657.8015,
  "e_homo_ev": -13.078,
  "relative_energy_kcal_mol": 85.1,
  "lumo_energy_ha": -0.3221,
  "symbols": ["C", "N", "N", "N", "F", "F", "F", "H"],
  "positions_angstrom": [[-2.182281, 0.238018, -0.358945], [-1.853347, -0.148178, -1.573208], [-1.461604, -0.853514, -0.525843], [2.118682, 0.011757, 0.337627], [-2.675303, 1.068195, 0.425165], [1.093475, 0.656774, 0.897462], [1.915918, -1.284869, 0.237767], [3.044462, 0.311820, 0.559976]],
  "atomic_forces_ev_per_a": [[0.4, 0.4, 0.6], [-0.3, 0.3, -0.4], [0.0, -0.2, 0.5], [0.9, 2.0, -4.5], [0.1, -0.6, -0.6], [-1.0, 0.0, 1.6], [-0.4, -1.8, 1.1], [0.3, -0.2, 1.7]],
  "nbo_charge": [0.8296, 0.1299, 0.1411, 0.0582, -0.1060, -0.2263, -0.1902, 0.3637]
}

[11]
{
  "formula": "CHF3NO2S",
  "method": "ωB97M-V with the def2-TZVPD basis set",
  "charge": -1,
  "energy_ev": -25623.5765,
  "e_homo_ev": -4.646,
  "relative_energy_kcal_mol": 97.2,
  "lumo_energy_ha": 0.1490,
  "smiles": "N=[S@](=O)([O-])C(F)(F)F",
  "symbols": ["N", "S", "O", "O", "C", "F", "F", "F", "H"],
  "positions_angstrom": [[-1.241313, 0.342047, -1.317189], [0.109441, 0.494022, -0.695434], [0.510460, 1.802549, -0.270270], [1.383508, -0.893724, -1.533740], [0.118026, -0.214060, 1.044718], [-0.308045, 0.796248, 1.851945], [-0.668018, -1.183340, 1.160867], [1.357175, -0.566097, 1.446142], [-1.261234, -0.577645, -1.687040]],
  "atomic_forces_ev_per_a": [[-1.2, 1.1, 0.0], [4.5, -4.6, -0.8], [0.6, 1.3, -1.1], [-3.4, 3.9, 2.3], [2.3, 3.0, -0.9], [0.0, -0.5, 0.4], [-2.3, -3.3, 0.7], [-0.4, 0.1, 0.1], [-0.1, -1.0, -0.7]],
  "nbo_charge": [-1.1642, 1.9469, -0.9462, -0.9522, 0.7240, -0.3499, -0.3045, -0.3313, 0.3776]
}

[12]
{
  "formula": "CHF3NOS2Yb",
  "method": "ωB97M-V with the def2-TZVPD basis set",
  "energy_ev": -65938.7367,
  "e_homo_ev": [-7.848, -7.812],
  "multiplicity": 2,
  "lumo_energy_ha": [-0.0802, -0.0842],
  "symbols": ["N", "S", "S", "C", "F", "F", "F", "Yb", "O", "H"],
  "positions_angstrom": [[0.903405, -1.655794, 0.016001], [1.026515, -1.137946, 1.707049], [-0.100800, -0.875998, -0.904231], [0.639838, 1.124818, -0.877353], [0.344409, 2.046277, 0.049770], [1.974684, 1.071595, -0.934977], [0.215092, 1.657394, -2.039662], [-1.383012, -0.066805, 1.942894], [-1.414129, -0.274425, -0.268055], [-2.206003, -1.889117, 1.308563]],
  "atomic_forces_ev_per_a": [[-1.5, 0.8, 0.1], [-0.8, 0.4, -0.5], [1.5, 1.9, 1.1], [0.6, -1.6, -1.5], [-0.7, 0.0, 1.0], [0.2, 0.0, 0.1], [-0.2, 0.1, -0.3], [0.7, -2.2, -2.6], [0.2, -0.2, 1.4], [0.0, 0.9, 1.2]],
  "mulliken_spin": [-0.0001, 0.0297, 0.0025, -0.0014, -0.0004, 0.0001, 0.0002, 0.7198, 0.0243, 0.2255]
}

Please write out number 3 again, unchanged.
{
  "formula": "CHF2NO3",
  "method": "ωB97M-V with the def2-TZVPD basis set",
  "energy_ev": -14117.1747,
  "e_homo_ev": -12.305,
  "relative_energy_kcal_mol": 24.7,
  "lumo_energy_ha": -0.0201,
  "smiles": "O=[N+]([O-])C(O)(F)F",
  "symbols": ["O", "N", "O", "C", "O", "F", "F", "H"],
  "positions_angstrom": [[0.335354, -1.499998, -0.474691], [-0.506393, -0.818018, 0.010446], [-1.600423, -1.159673, 0.232347], [-0.027393, 0.555293, 0.214794], [1.260745, 0.714813, 0.086341], [-0.637826, 1.214646, -0.941471], [-0.621751, 1.098967, 1.265957], [1.797687, -0.106030, -0.393725]],
  "atomic_forces_ev_per_a": [[2.2, -2.1, -1.3], [0.9, -0.5, -0.2], [-2.9, 0.1, 1.0], [-1.5, 3.2, -2.7], [2.6, -2.2, -0.2], [0.4, -0.9, 1.7], [0.9, -0.3, -0.1], [-2.8, 2.6, 1.8]],
  "nbo_charge": [-0.3887, 0.4850, -0.2886, 0.9550, -0.6801, -0.3708, -0.2721, 0.5603]
}